# 1
# C4H4FN

One molecule with the formula C4H4FN (ωB97M-V/def2-TZVPD, the OMol25 dataset).

Structure (XYZ):
```
10
Properties=species:S:1:pos:R:3:forces:R:3
C -0.97952 0.94556 -0.48024 2.2 1.5 2.4
C -1.32897 -0.32710 -0.21449 0.2 -1.6 -2.3
C -2.25996 1.27595 0.02247 -2.2 4.7 1.0
C -1.04939 -0.93748 1.05859 1.9 -3.1 0.7
N -3.03758 1.78714 0.74466 0.8 -1.4 -1.4
F -2.36843 -0.84827 -1.03978 2.1 0.3 2.1
H -0.13088 1.43984 0.33768 -2.3 -1.6 -2.8
H -1.02056 -2.04557 1.19723 -0.6 0.9 -0.5
H -1.89521 -0.49183 1.47538 -1.8 0.1 1.9
H -0.19651 -0.56906 1.66366 -0.3 0.3 -1.1
```
Positions in Å, forces in eV/Å.

Its lowest unoccupied orbital energy is -0.197 eV. As for the energy: -309.26711 Ha. The value obtained for the HOMO-LUMO gap is 9.4 eV.



# 2
# C4H4FeLiO5

C4H4FeLiO5 as an isolated structure (ωB97M-V/def2-TZVPD, the OMol25 dataset).

Structure (XYZ):
```
15
Properties=species:S:1:pos:R:3:forces:R:3
O 0.77191 1.29755 1.51272 0.4 1.2 -1.5
C 0.76853 0.16466 2.13154 -1.0 -0.6 2.8
O 1.50818 -0.05213 3.08637 0.2 0.1 -1.1
O -0.21614 -0.64716 1.74193 1.0 -0.1 -1.4
C -1.51353 -0.71418 2.38546 -0.6 -0.5 -0.1
C -2.58571 -0.26132 1.41472 -1.6 -0.2 1.4
H -1.50908 -0.07265 3.27618 0.1 -0.2 -0.1
H -1.62596 -1.76869 2.66615 0.0 0.4 0.0
H -2.95623 0.75576 1.61491 0.8 0.6 -0.8
H -3.50862 -0.70024 1.82132 0.2 -0.5 -0.4
O -3.07951 -1.26842 -0.21020 1.9 1.3 -1.7
O -1.69061 0.11869 -1.21002 1.3 1.1 -0.3
C -2.46669 -0.83941 -1.23672 -1.8 -1.0 2.9
Li 2.48606 1.53257 2.43230 0.1 0.0 0.3
Fe -0.61952 1.07161 0.11520 -1.0 -1.4 -0.1
```
Positions in Å, forces in eV/Å.

Its lowest unoccupied orbital energy (alpha / beta) is -4.465 / -5.553 eV. Its net charge is +1. Its spin multiplicity is 5. The expectation value of S² is 6.072. As for the energy: -1801.94218 Ha. The value obtained for the HOMO-LUMO gap (alpha / beta) is 7.5 / 6.2 eV.



ΔE to the lowest compared entry with this formula, charge and spin (computed, kcal/mol): 97.1, 90.8
Maximum force (computed, eV Å⁻¹): 5.31, 3.59